Entry 1:
# C6H14N2

A 2-piece molecular cluster, C6H14N2 overall (ωB97M-V/def2-TZVPD, the Open Molecules 2025 dataset).

Calculated values
- Kohn-Sham gap: 9.300 eV
- E_HOMO: -8.30 eV
- Energy relative to the best compared isomer or geometry (same formula, charge and spin): 34.97 kcal/mol

Last column: natural (NBO) charge in e.
Element x y z (Å)
C: 2.11906 -1.13241 0.63896  -0.531
C: 1.92889 -0.52563 -0.53753  0.199
C: 2.26023 0.91810 -0.77168  -0.654
N: 1.39780 -1.16971 -1.65239  -0.821
H: 1.94786 -2.19600 0.70684  0.196
H: 2.41353 -0.54617 1.49480  0.205
H: 1.37345 1.48262 -1.07183  0.219
H: 2.95925 1.04632 -1.60195  0.212
H: 2.70566 1.36202 0.11341  0.226
H: 1.74547 -0.85092 -2.54052  0.374
H: 1.31018 -2.16748 -1.57985  0.380
C: -0.92766 0.50490 2.22795  -0.403
C: -1.93885 0.68860 1.38659  -0.169
C: -1.80225 0.60327 -0.10650  -0.267
N: -2.96999 -0.02298 -0.70014  -0.821
H: -1.06010 0.57660 3.29902  0.195
H: 0.05608 0.23326 1.86497  0.198
H: -2.92741 0.91629 1.77362  0.189
H: -1.57790 1.62698 -0.45442  0.164
H: -0.87978 0.06618 -0.34152  0.208
H: -2.88540 -0.03960 -1.71246  0.355
H: -3.80409 0.53223 -0.54230  0.348

Atomic forces in eV per Å
C -0.15 0.25 -0.54
C 0.34 0.01 0.01
C -0.21 0.14 -0.15
N -0.08 0.23 0.10
H -0.07 -0.07 0.35
H 0.13 -0.20 0.10
H -0.08 -0.01 0.19
H 0.14 -0.20 0.03
H -0.06 0.06 0.04
H 0.01 -0.07 -0.08
H 0.03 -0.14 -0.06
C -0.29 -0.06 -0.10
C 0.34 -0.24 0.18
C 0.58 0.64 0.44
N -0.17 -0.03 -0.62
H -0.01 0.07 0.02
H 0.02 0.01 -0.01
H -0.05 0.06 -0.01
H -0.38 0.02 -0.18
H -0.26 -0.38 -0.07
H 0.16 -0.16 0.09
H 0.06 0.04 0.27

Entry 2:
# C59H130B6F24N7O3

A 13-piece molecular cluster, C59H130B6F24N7O3 overall (ωB97M-V/def2-TZVPD, the Open Molecules 2025 dataset).

Calculated values
- Kohn-Sham gap: 8.795 eV
- Total charge: +1
- E_HOMO: -12.38 eV
- Energy relative to the best compared isomer or geometry (same formula, charge and spin): 0.00 kcal/mol

Last column: Mulliken charge in e.
Element x y z (Å)
C: 3.92157 21.28103 9.29177  -1.284
C: 3.08123 22.04466 10.27117  1.002
C: 1.79988 21.27526 10.69550  -0.156
C: 2.08209 20.18865 11.62018  -0.616
C: 2.71848 20.55860 12.91538  -1.243
C: 4.04729 21.22474 12.71906  1.072
N: 4.00382 22.20367 11.49103  1.343
O: 4.75642 23.07381 11.58685  -0.443
C: 5.18659 20.36237 12.25271  -1.308
C: 4.43220 22.04670 13.92194  -1.604
C: 2.82932 23.49679 9.86717  -0.038
H: 4.12801 20.32125 9.66150  0.541
H: 4.91491 21.84348 9.10434  0.343
H: 3.30540 21.29498 8.32732  0.089
H: 1.30948 20.92416 9.75701  0.449
H: 1.25111 21.97786 11.32820  -0.215
H: 2.66952 19.33816 11.14247  0.358
H: 1.07489 19.75520 11.90438  0.415
H: 2.94663 19.68159 13.36367  0.546
H: 2.11589 21.25169 13.55226  0.203
H: 4.87415 19.78301 11.36102  0.269
H: 5.53090 19.78408 13.08936  0.505
H: 6.03432 20.98832 11.87270  0.250
H: 4.53070 21.33604 14.77537  0.420
H: 3.72856 22.88391 14.11438  0.210
H: 5.36023 22.58628 13.72684  0.397
H: 2.65447 24.06002 10.77103  -0.642
H: 1.86702 23.52268 9.27325  -0.509
H: 3.65072 23.90463 9.20322  0.396
C: -2.34548 26.31606 15.26317  -2.450
C: -3.19577 25.38497 14.36352  1.838
C: -4.37158 26.22232 13.86313  -1.172
C: -4.87097 25.99778 12.43745  -1.004
C: -3.80189 25.95374 11.42735  -0.696
C: -2.65172 24.89398 11.65275  1.231
N: -2.25744 25.04608 13.13424  0.985
O: -1.14784 24.75321 13.40982  -0.011
C: -1.45159 25.22125 10.77203  -0.549
C: -3.22155 23.47211 11.47554  -1.637
C: -3.56517 24.04425 14.95330  -1.854
H: -2.93887 26.63095 16.08923  0.545
H: -2.01503 27.08093 14.56705  0.592
H: -1.46881 25.88535 15.62090  0.549
H: -4.21408 27.30058 14.00937  0.192
H: -5.19617 25.95858 14.51926  0.481
H: -5.60636 26.73469 12.18117  0.524
H: -5.42325 25.00430 12.57130  0.336
H: -3.35776 26.92110 11.55911  0.052
H: -4.21125 25.91298 10.41672  0.548
H: -0.56979 24.61154 10.99518  -0.319
H: -1.10499 26.19336 10.88431  -0.248
H: -1.82198 24.97656 9.79670  0.479
H: -3.81956 23.61461 10.56186  0.434
H: -3.95633 23.18946 12.27922  0.367
H: -2.48242 22.67609 11.49030  0.369
H: -2.77049 23.33268 14.93248  0.270
H: -4.44920 23.77081 14.43458  0.507
H: -3.65367 24.06378 15.98551  0.565
C: -3.91459 32.21025 7.59934  -1.307
C: -4.57457 32.80423 8.82048  -0.707
C: -5.51325 31.87582 9.51954  -0.388
N: -5.05221 31.49393 10.93120  0.389
C: -5.03262 32.71968 11.81345  -0.447
C: -6.42690 33.22341 12.26537  -0.829
C: -7.33929 32.10523 12.80324  -0.565
C: -7.44375 31.01953 11.77382  -0.938
C: -5.97658 30.42798 11.50399  -0.293
C: -3.63073 30.97126 10.81547  -1.510
H: -3.29658 32.94882 7.03301  0.417
H: -4.61497 31.86118 6.87925  0.402
H: -3.33028 31.32456 7.87267  0.106
H: -5.16756 33.72119 8.58335  0.410
H: -3.82987 33.21726 9.50270  0.346
H: -5.62610 30.93570 8.95092  0.443
H: -6.43626 32.39600 9.61608  0.638
H: -4.47102 33.53393 11.31707  0.418
H: -4.43738 32.36941 12.69238  0.413
H: -6.99223 33.67117 11.39875  0.302
H: -6.28337 33.98496 12.98576  0.462
H: -8.29422 32.54679 13.02143  0.459
H: -6.89965 31.69771 13.78228  0.280
H: -7.86610 31.46778 10.89790  0.338
H: -8.11919 30.24444 12.00897  0.449
H: -5.88790 29.56958 10.86328  0.313
H: -5.49317 30.05936 12.41586  0.271
H: -3.34057 30.63762 11.81594  0.205
H: -2.97249 31.69088 10.42824  0.497
H: -3.76557 30.12970 10.19477  0.355
C: 5.63990 27.69540 10.31783  -1.251
C: 4.63380 27.52958 11.49285  0.530
C: 4.37769 28.89415 12.11377  -0.360
N: 3.23104 29.03428 13.11307  0.764
C: 3.42353 27.97325 14.29757  -0.552
C: 2.39832 28.12041 15.38667  0.137
C: 2.47652 29.52094 15.87934  -1.186
C: 2.24813 30.60513 14.76409  -0.173
C: 3.27039 30.41176 13.70906  -0.835
C: 1.93592 28.85135 12.38864  -0.974
H: 6.61849 28.05632 10.69472  0.472
H: 5.16215 28.30267 9.57908  -0.107
H: 5.84791 26.69013 9.87082  0.316
H: 5.14210 26.90726 12.22977  0.535
H: 3.74196 27.00251 11.18901  -0.294
H: 4.07507 29.62713 11.35057  -0.423
H: 5.33587 29.20298 12.53550  0.677
H: 4.45466 28.15736 14.60383  0.465
H: 3.42385 26.98243 13.86102  -0.001
H: 2.66520 27.46211 16.23048  0.560
H: 1.38900 27.81651 15.04451  -0.261
H: 3.42116 29.70873 16.39787  0.348
H: 1.74197 29.65337 16.66876  0.461
H: 2.36902 31.53229 15.28557  0.474
H: 1.28067 30.55336 14.33166  0.020
H: 4.22442 30.49595 14.14957  0.615
H: 3.23103 31.19494 12.96844  0.359
H: 1.81588 29.71648 11.72642  0.418
H: 1.14882 28.77221 13.08331  0.568
H: 2.12856 27.97357 11.87825  -0.151
C: -3.18869 24.99647 5.01769  -1.466
C: -1.72931 25.49558 5.30513  0.122
C: -1.71548 26.38008 6.55582  -0.337
N: -0.37200 27.03460 6.71085  0.854
C: -0.48073 27.73368 8.05967  0.396
C: 0.83473 28.19492 8.66332  0.304
C: 1.84528 27.05714 8.75010  2.039
C: 2.04434 26.44691 7.34419  -0.759
C: 0.70108 25.93067 6.82581  1.106
C: -0.22614 28.07865 5.63104  -1.320
H: -3.23272 24.47824 4.05923  0.397
H: -3.90352 25.87961 5.04685  0.288
H: -3.39442 24.35720 5.87822  0.356
H: -1.20085 25.92225 4.44742  0.331
H: -1.09229 24.63957 5.60651  -0.089
H: -1.96911 25.79161 7.46953  -0.300
H: -2.47084 27.10014 6.59102  0.885
H: -0.88990 26.94710 8.75556  -0.528
H: -1.29742 28.51230 7.84333  0.307
H: 0.72707 28.68565 9.65067  0.253
H: 1.28544 28.90959 7.99131  -0.923
H: 1.61247 26.29757 9.53445  -0.757
H: 2.82839 27.45389 9.13316  -0.906
H: 2.68902 25.52221 7.42309  0.337
H: 2.54156 27.10215 6.61766  -0.199
H: 0.32805 25.17723 7.52989  -0.286
H: 0.92797 25.47929 5.82855  -0.320
H: -0.35595 27.59149 4.70643  0.481
H: 0.79506 28.50862 5.62825  0.270
H: -1.02423 28.78167 5.77548  0.435
C: 4.19807 23.67050 3.89901  -1.027
C: 3.52422 23.07340 2.68467  -0.074
C: 2.07769 22.98258 3.09772  0.448
N: 1.20095 22.43387 1.96796  0.462
C: 1.57328 21.06656 1.50096  -0.888
C: 1.39685 19.92974 2.58765  -0.595
C: -0.12372 19.70916 2.93014  -0.992
C: -0.58743 21.08646 3.28218  -0.101
C: -0.32071 22.27819 2.32671  -0.426
C: 1.17880 23.40369 0.87569  -1.053
H: 3.64198 24.64006 4.06062  0.044
H: 5.26663 23.80473 3.63669  0.420
H: 4.18284 23.12772 4.83495  0.269
H: 3.84449 21.99187 2.54916  0.244
H: 3.64703 23.70161 1.78528  0.213
H: 1.59810 23.92409 3.38660  -0.310
H: 2.12016 22.34711 4.00344  -0.364
H: 2.50024 20.96412 1.02718  0.698
H: 0.72830 20.78580 0.80836  0.412
H: 1.89402 20.22390 3.58126  0.113
H: 1.85591 19.04391 2.23272  0.530
H: -0.26825 19.08875 3.81778  0.441
H: -0.59040 19.21227 2.04429  0.323
H: -0.02181 21.23639 4.20984  -0.200
H: -1.62249 21.13165 3.55458  0.661
H: -0.49859 23.19053 2.96601  0.082
H: -0.85826 22.24491 1.40456  0.462
H: 0.69302 24.30251 1.19457  0.356
H: 0.63609 22.99363 0.00305  0.407
H: 2.25704 23.57384 0.66126  0.364
C: 5.06289 30.48950 4.60475  -0.914
N: 3.86184 31.01881 5.26759  0.467
C: 2.86172 31.25209 4.10371  -0.903
C: 3.32534 30.06175 6.25067  -0.830
C: 4.14816 32.35370 5.91960  -0.657
C: 5.24927 32.29055 7.01820  -0.208
O: 5.58859 33.58159 7.44156  -0.581
H: 5.92851 30.22368 5.28294  0.345
H: 5.51101 31.16870 3.92313  0.449
H: 4.73444 29.52829 4.13603  0.257
H: 3.10588 32.19670 3.64031  0.372
H: 1.84806 31.38828 4.43170  0.365
H: 3.01299 30.42958 3.45308  0.353
H: 3.97383 30.08028 7.08702  -0.228
H: 3.27615 29.09703 5.80968  0.488
H: 2.38170 30.47428 6.56885  0.394
H: 3.19349 32.77768 6.31525  0.560
H: 4.44285 33.01997 5.14130  0.380
H: 6.16562 31.96063 6.46910  0.338
H: 4.93516 31.55256 7.82239  -0.020
H: 4.79459 33.88639 8.01489  0.400
B: -1.55606 29.56323 13.03285  0.084
F: -1.14271 29.29116 14.32358  -0.343
F: -0.88285 28.80841 12.06414  -0.104
F: -2.94909 29.02883 13.04359  -0.273
F: -1.56340 30.90344 12.78453  -0.345
B: 2.73152 31.28353 9.70362  0.058
F: 1.56438 30.90954 10.36791  -0.223
F: 2.41463 32.00471 8.54466  -0.280
F: 3.59543 32.05214 10.48661  -0.323
F: 3.38378 30.05376 9.29459  -0.215
B: 0.79522 22.17439 6.56090  -0.096
F: 0.50844 22.95242 7.75827  -0.282
F: 0.16319 20.91558 6.47901  -0.267
F: 0.32507 22.98357 5.45848  0.014
F: 2.15961 21.98729 6.43609  -0.346
B: 1.89751 27.22460 2.93647  -0.180
F: 2.84789 26.61320 2.05139  -0.376
F: 0.93469 28.00978 2.27976  -0.370
F: 1.24560 26.22301 3.66288  0.233
F: 2.51174 28.06372 3.93852  -0.129
B: -4.90454 27.84651 8.37400  0.327
F: -4.76214 26.52837 8.18167  -0.310
F: -5.42712 28.20089 9.62659  -0.368
F: -3.65074 28.47107 8.20492  -0.220
F: -5.68194 28.41716 7.39508  -0.369
B: 1.81019 24.73976 13.33372  -0.177
F: 1.45327 24.88873 14.65523  -0.285
F: 1.36574 23.60621 12.63445  -0.077
F: 1.31275 25.80251 12.60599  0.265
F: 3.23664 24.73983 13.29311  -0.496

Atomic forces in eV per Å
C 0.55 2.15 -2.32
C 0.01 0.96 0.57
C 0.68 1.81 -0.73
C -1.17 -3.59 0.17
C -0.29 3.05 -1.03
C 0.24 1.37 -0.71
N -1.67 -1.40 1.83
O 0.99 1.74 -1.08
C 0.70 -0.06 -1.46
C 0.15 0.65 0.50
C -0.77 -0.09 -1.81
H 0.20 -1.46 -0.05
H -1.54 -0.93 0.16
H 1.05 -0.33 1.15
H 0.06 0.60 0.80
H -0.63 0.18 -0.91
H -0.70 0.86 0.50
H 1.06 0.07 -0.47
H 0.37 -2.70 2.14
H 0.15 -0.81 -0.53
H 0.32 -0.30 0.92
H 0.18 -0.65 0.11
H -0.58 -0.45 0.66
H -0.06 0.72 -0.50
H 0.08 -0.95 0.11
H 0.26 -0.47 0.36
H 0.13 0.53 0.01
H 1.12 -0.13 0.52
H -0.86 -0.35 1.00
C -0.51 -0.49 -2.13
C 0.98 1.39 -0.34
C -0.68 0.78 0.12
C -1.24 -3.17 1.86
C 1.28 -0.09 -0.24
C -1.38 1.27 0.63
N 0.71 -0.76 0.23
O -0.40 0.25 -0.04
C -0.24 -2.44 0.84
C -1.04 0.44 0.93
C 0.60 0.45 -1.34
H -0.56 0.63 0.35
H -0.20 0.83 0.60
H 1.45 -1.20 0.75
H 0.51 -0.39 0.03
H -0.19 0.07 0.27
H -0.35 0.40 -0.13
H 0.35 1.01 -0.96
H 0.74 0.77 -0.49
H 0.29 -0.26 -0.04
H -0.31 -0.32 -0.06
H 0.13 2.11 0.07
H 0.12 0.17 -0.84
H 0.43 -0.82 0.06
H 0.60 0.52 -0.70
H 0.20 0.13 -0.54
H 0.63 -0.71 -0.97
H -0.82 -1.10 -0.02
H -1.04 0.81 2.07
C 1.10 0.45 -0.32
C 0.03 1.87 -0.39
C 0.32 -1.11 0.53
N -0.07 1.02 -0.78
C 0.02 -0.16 1.07
C -0.46 -1.16 -1.81
C 1.50 -0.07 1.59
C 2.51 -0.16 -0.41
C -0.67 0.82 0.48
C -1.97 -0.90 1.80
H -0.20 -0.54 0.73
H -0.93 -0.33 -0.48
H 0.17 0.24 -0.05
H 0.45 -0.62 -0.29
H 0.15 -0.21 -0.09
H -0.14 0.29 0.39
H -0.93 -0.15 0.21
H -0.26 -0.63 0.22
H -0.47 0.51 -0.49
H 0.73 -0.17 0.67
H 0.20 0.84 0.72
H -0.53 0.07 0.22
H -0.66 0.50 -1.23
H -0.02 0.11 -0.90
H -0.53 -1.10 0.62
H -0.49 -0.01 -0.68
H -0.20 0.52 0.27
H -0.10 0.26 -0.54
H 0.69 0.91 -0.42
H 0.45 -1.10 -0.94
C -0.06 -1.53 0.84
C 0.99 -0.05 0.25
C -0.71 0.64 -0.52
N 0.73 -0.75 1.33
C 0.19 0.33 -1.69
C 0.20 -0.51 -0.03
C -1.23 1.49 0.31
C 0.54 -1.67 1.69
C 0.36 0.07 -0.23
C 1.40 1.50 0.30
H -0.65 0.23 -0.42
H 0.22 0.69 -0.60
H -0.24 0.75 0.31
H -0.25 -0.21 0.16
H -0.28 -0.06 -0.21
H 0.46 -0.29 0.05
H -0.34 0.34 0.48
H -0.10 0.19 0.37
H -0.22 -0.06 -0.40
H -0.05 -0.11 -0.52
H 0.52 0.25 0.12
H 0.25 -0.02 -0.34
H -0.32 0.18 0.03
H 0.09 0.86 -0.22
H -1.14 -0.02 -0.06
H 1.40 0.07 0.58
H -0.22 -0.17 -0.83
H -0.12 -0.51 0.30
H -0.83 -0.25 0.60
H -0.60 -1.81 -1.26
C 0.82 1.66 0.68
C -0.20 -1.01 0.63
C 0.58 -1.76 -0.50
N 0.05 -0.25 1.37
C -1.42 -0.06 0.70
C 0.28 0.08 -0.04
C 1.55 0.07 0.40
C -0.04 -1.17 1.01
C 0.95 0.38 -1.25
C 1.31 -0.58 0.83
H -0.20 -0.08 0.24
H 0.73 -1.17 -0.21
H -0.56 -0.22 -0.39
H -0.46 0.22 0.07
H -0.56 0.14 -0.57
H 0.69 0.12 -0.67
H -1.02 1.65 -0.36
H 0.11 0.91 -0.76
H 1.36 -0.94 0.98
H -0.40 -0.20 -0.67
H 0.15 0.65 -0.06
H -0.39 0.20 -0.75
H -0.89 -0.04 -0.53
H -0.57 0.88 -0.16
H -0.21 0.09 0.27
H -0.22 0.22 -0.37
H -0.88 0.37 0.78
H -0.01 -0.39 -1.07
H -0.76 -0.14 0.23
H -0.13 0.51 0.18
C 0.77 1.77 -0.57
C -0.47 -1.42 0.22
C -0.64 -0.50 0.15
N -1.79 -1.27 0.83
C -3.00 -2.09 0.85
C -0.37 1.77 1.96
C 1.25 -0.22 -1.79
C 0.46 0.73 0.26
C 1.53 0.30 3.22
C 1.64 -0.31 -1.27
H 1.16 -0.61 0.07
H -0.55 0.48 0.38
H -0.42 -0.57 -0.05
H 0.08 1.34 -0.32
H 0.49 -0.40 0.58
H 0.35 0.00 -0.15
H -0.91 0.06 -0.74
H 1.38 0.48 -0.70
H 1.16 0.48 -0.02
H -0.38 -0.44 -1.46
H 0.57 -0.81 -0.44
H 0.20 -0.14 -0.27
H 0.01 0.43 0.63
H -0.48 0.66 -0.20
H -0.72 0.05 0.12
H -0.27 -0.71 -1.05
H -0.31 0.11 -0.53
H -0.08 0.58 0.31
H 0.47 0.10 0.47
H -1.14 0.30 -0.52
C 1.29 -2.59 0.81
N -0.50 1.54 -1.08
C 0.86 0.67 1.10
C -0.24 0.82 -0.09
C -0.78 0.08 1.21
C 0.23 -1.11 -1.17
O -2.67 0.62 1.77
H -1.42 0.30 -0.15
H -0.22 0.75 -0.89
H 0.49 0.88 0.05
H 0.51 0.08 -0.28
H -0.36 -0.50 0.59
H -0.43 -0.68 -0.67
H 0.49 -0.31 0.81
H -0.30 -0.75 -0.43
H -0.40 -0.23 0.18
H 0.60 -0.68 -0.06
H 0.53 0.41 -0.63
H -0.56 -0.17 0.83
H 0.65 1.15 -0.65
H 2.04 -0.49 -1.17
B -1.60 -1.56 0.40
F 1.05 -0.06 0.44
F 0.11 0.21 0.00
F 0.34 0.43 -0.39
F 0.28 0.65 -0.22
B 0.10 -0.33 -0.39
F 0.00 0.52 -0.05
F -0.02 0.13 -0.39
F -0.09 -0.35 0.13
F 0.07 0.44 0.13
B -1.05 0.73 -0.26
F 0.08 -1.16 -0.77
F 0.09 0.71 0.55
F 0.27 -0.32 0.59
F 0.66 0.07 0.12
B 0.14 0.26 -0.21
F -0.79 0.78 0.83
F 0.55 -0.33 -0.09
F -0.23 -0.75 0.06
F 0.49 -0.08 -0.49
B 0.18 2.02 -0.77
F 0.12 -2.25 0.25
F -0.02 -0.43 0.65
F 1.21 0.30 0.55
F -1.22 0.29 -0.73
B 0.67 0.67 -0.24
F -0.46 -0.64 0.38
F -0.11 -0.99 0.63
F -0.12 1.08 -0.50
F 0.12 0.02 -0.29

| no. | calculated total energy (eV) |
| --- | --- |
| 1 | -9427.968 |
| 2 | -149169.217 |